Below is an isolated ion of composition C5H5N2OS and charge -1, with properties calculated with wB97M-V/def2-TZVPD.

strongest force on any atom = 3.4 eV/A
ΔE to the lowest compared entry with this formula, charge and spin = 0.0 kJ/mol
charge = -1
gap between HOMO and LUMO = 7.35 eV
E_HOMO = -3.6 eV

Each line ends with the Löwdin charge.
Atoms and positions in Å:
O -0.769 1.476 -2.417  -0.10
C -1.175 1.909 -1.375  -1.06
S -2.415 2.934 -0.967  0.40
C -0.163 1.516 0.032  -0.15
N -0.199 0.085 0.144  -0.10
C -1.059 -0.675 0.903  -0.12
C -0.808 -1.950 0.601  -0.22
N 0.269 -2.055 -0.175  0.03
C 0.595 -0.853 -0.463  -0.20
H 0.822 1.972 -0.151  0.09
H -0.503 2.016 0.969  0.08
H -2.094 -0.367 1.011  0.12
H -1.315 -2.893 0.770  0.09
H 1.381 -0.515 -1.147  0.13